15
Properties=species:S:1:pos:R:3 method="wB97M-V/def2-TZVPD" spin_multiplicity=1 fmax_ha_per_bohr=0.077 charge=+2 e_lumo_ev=-9.4 e_tot_ha=-523.6933
C 1.2673 -0.6005 -0.2487
C -0.8733 0.4164 0.1772
N 1.8786 0.1377 -1.1055
N -3.8508 -0.1303 -0.0997
N 1.8978 -1.5454 0.3710
N -0.4510 1.5396 0.7562
O -3.5459 -1.0855 0.3562
O -4.2742 0.7712 -0.5532
O -0.0652 -0.5936 -0.1546
H 2.9279 0.0535 -1.0707
H 1.6123 0.8476 -1.7505
H 2.8811 -1.8702 0.3843
H 1.1743 -1.9872 0.9003
H -1.0685 2.1253 1.2838
H 0.4898 1.9214 0.7538


64
Properties=species:S:1:pos:R:3 method="wB97M-V/def2-TZVPD" spin_multiplicity=1 fmax_ha_per_bohr=0.150 charge=-1 e_lumo_ev=2.1 e_tot_ha=-2224.4082
N 0.3360 6.2324 2.1857
P -0.9254 5.4809 1.1746
O -0.3874 5.3337 -0.5131
N -1.2613 3.7707 1.6859
C -0.0702 3.1525 2.3751
C 0.1640 1.5423 1.9824
F 1.6187 1.2083 2.1159
C -2.4771 3.8966 2.5711
I -2.9952 2.1312 3.7464
C -3.7857 4.1831 1.5699
O -4.2517 5.4114 1.2854
O -4.5429 3.0320 0.9752
H 1.2472 6.0150 1.6801
H 0.4097 5.8079 3.1383
H 0.0034 6.2383 -0.6990
H -0.0789 3.2749 3.5565
H 0.9447 3.6755 2.0253
H -0.1587 1.2982 0.8849
H -0.4131 0.8212 2.7263
H -2.3864 4.8477 3.2456
N 1.9484 5.2636 -2.3986
C 2.2987 6.3029 -3.1875
C 2.2358 6.2754 -4.5714
C 1.7902 5.1104 -5.1870
C 1.4240 4.0223 -4.4015
C 1.5180 4.1468 -3.0247
H 2.6429 7.1880 -2.6604
H 2.5275 7.1410 -5.1552
H 1.7286 5.0509 -6.2697
H 1.0732 3.1000 -4.8506
H 1.2404 3.3267 -2.3684
N -0.2377 -0.2033 -1.0662
C 0.4726 -1.1823 -1.6681
C -0.0031 -1.9404 -2.7260
C -1.2872 -1.6836 -3.1947
C -2.0440 -0.6828 -2.5941
C -1.4803 0.0243 -1.5442
H 1.4674 -1.3469 -1.2644
H 0.6124 -2.7127 -3.1732
H -1.6947 -2.2582 -4.0214
H -3.0481 -0.4586 -2.9357
H -2.0297 0.8175 -1.0450
N 3.5950 -5.9986 0.4854
C 4.1761 -4.8722 0.9532
C 3.4983 -3.6795 1.1489
C 2.1422 -3.6354 0.8431
C 1.5159 -4.7787 0.3577
C 2.2770 -5.9256 0.1991
H 5.2362 -4.9562 1.1741
H 4.0153 -2.8061 1.5299
H 1.5779 -2.7178 0.9821
H 0.4605 -4.7767 0.1096
H 1.8332 -6.8447 -0.1732
N -1.2050 -7.8778 1.9741
C -0.6239 -6.7514 2.4419
C -1.3017 -5.5587 2.6375
C -2.6578 -5.5146 2.3318
C -3.2841 -6.6579 1.8464
C -2.5230 -7.8048 1.6878
H 0.4362 -6.8354 2.6627
H -0.7847 -4.6854 3.0186
H -3.2221 -4.5971 2.4708
H -4.3395 -6.6560 1.5983
H -2.9668 -8.7239 1.3155


38
Properties=species:S:1:pos:R:3 method="wB97M-V/def2-TZVPD" spin_multiplicity=1 fmax_ha_per_bohr=0.063 charge=-1 e_lumo_ev=2.8 e_tot_ha=-1275.8611
C -0.7678 0.4015 -1.2464
C 0.7584 0.5698 -1.1734
C 1.7514 -0.6334 -1.5996
S 2.8379 -1.0608 -0.2101
N 1.1701 1.2780 0.0781
C 1.3014 0.3692 1.1930
N 2.0662 0.8853 2.2346
O 0.3878 -0.4653 1.3657
H -1.0157 -0.5850 -1.6081
H -1.1999 0.1956 -0.2690
H -1.2656 1.1904 -1.8097
H 1.0112 1.4147 -1.9359
H 2.4523 -0.2582 -2.3449
H 1.1474 -1.4214 -1.9931
H 1.9002 1.9378 -0.1583
H 2.4139 0.1013 2.8029
H 2.8188 1.4118 1.8226
H -0.1016 -1.8378 0.2562
H -0.1738 -3.1710 0.3624
O -0.8000 -2.5012 0.0241
H -3.1953 -2.4811 1.0843
H -2.5674 -1.8192 2.2879
O -3.4132 -2.1485 1.9636
H -1.8082 2.7004 0.8634
H -0.8363 3.4179 -0.0255
O -1.6736 2.9447 -0.0843
H -2.5450 1.0233 1.9053
H -0.9984 1.2529 1.8343
O -1.8304 1.6004 2.1964
H 2.5882 2.0502 -2.0782
H 2.5441 1.2500 -3.3015
O 2.3779 2.1574 -3.0125
H -3.0199 -0.1292 -2.0653
H -2.1536 -1.2913 -2.2803
O -3.0226 -0.9652 -2.5456
H 1.5809 -2.9086 2.5121
H 0.6344 -1.7660 2.3073
O 0.6459 -2.7092 2.6477


49
Properties=species:S:1:pos:R:3 method="wB97M-V/def2-TZVPD" spin_multiplicity=1 fmax_ha_per_bohr=0.010 charge=-2 e_lumo_ev=4.3 e_tot_ha=-1104.4979
C 1.1994 -2.3437 2.7512
C 1.9975 -2.2057 1.8566
Si 3.0908 -1.8549 0.3942
C 3.2550 -0.0115 0.2495
C 1.8685 0.5841 -0.0944
C 1.5178 1.8882 0.6414
C 0.4628 1.7191 1.7636
C -0.9099 2.2598 1.3511
C -1.4259 1.5563 0.0858
C -2.9371 1.3211 0.0214
C -3.5749 0.6787 1.2642
C -2.7719 -0.4434 1.9551
C -3.3635 -1.8609 1.8436
O -2.6389 -2.7349 1.0103
C -2.5058 -2.2794 -0.3281
H 0.5016 -2.4546 3.5447
H 2.4419 -2.4456 -0.7881
H 4.3793 -2.5512 0.6559
H 3.6145 0.3721 1.2157
H 3.9852 0.2460 -0.5210
H 1.8623 0.7171 -1.1916
H 1.0836 -0.1609 0.0871
H 1.1262 2.6050 -0.0877
H 2.4204 2.3316 1.0756
H 0.3434 0.6449 1.9516
H 0.7882 2.1841 2.7002
H -1.6089 2.1414 2.1878
H -0.8208 3.3379 1.1666
H -1.1309 2.1190 -0.8020
H -0.9195 0.5925 -0.0153
H -3.1342 0.7078 -0.8634
H -3.4403 2.2794 -0.1600
H -3.8199 1.4545 1.9947
H -4.5418 0.2605 0.9554
H -1.7437 -0.4965 1.5909
H -2.6936 -0.2026 3.0198
H -3.3638 -2.3445 2.8238
H -4.4140 -1.8052 1.5110
H -3.3272 -1.6080 -0.6041
H -1.5607 -1.7493 -0.4811
H -2.5155 -3.1519 -0.9812
O 1.5864 -0.0043 -2.9447
C 2.8117 0.2050 -3.5190
C 2.9478 -0.0400 -5.0612
O 4.1735 0.1615 -5.6126
H 3.6299 -0.4368 -3.0743
H 3.1984 1.2546 -3.3800
H 2.1352 0.6074 -5.5022
H 2.5483 -1.0861 -5.1987